{
  "formula": "C72H130F5N7",
  "method": "ωB97M-V/def2-TZVPD",
  "symbols": ["C", "C", "N", "C", "C", "C", "C", "H", "H", "H", "H", "H", "H", "H", "H", "H", "H", "H", "H", "H", "H", "H", "C", "C", "N", "C", "C", "C", "C", "H", "H", "H", "H", "H", "H", "H", "H", "H", "H", "H", "H", "H", "H", "H", "C", "C", "N", "C", "C", "C", "C", "H", "H", "H", "H", "H", "H", "H", "H", "H", "H", "H", "H", "H", "H", "H", "C", "C", "N", "C", "C", "C", "C", "H", "H", "H", "H", "H", "H", "H", "H", "H", "H", "H", "H", "H", "H", "H", "C", "C", "N", "C", "C", "C", "C", "H", "H", "H", "H", "H", "H", "H", "H", "H", "H", "H", "H", "H", "H", "H", "C", "C", "N", "C", "C", "C", "C", "H", "H", "H", "H", "H", "H", "H", "H", "H", "H", "H", "H", "H", "H", "H", "C", "C", "N", "C", "C", "C", "C", "H", "H", "H", "H", "H", "H", "H", "H", "H", "H", "H", "H", "H", "H", "H", "F", "C", "C", "C", "C", "C", "C", "H", "H", "H", "H", "H", "F", "C", "C", "C", "C", "C", "C", "H", "H", "H", "H", "H", "F", "C", "C", "C", "C", "C", "C", "H", "H", "H", "H", "H", "F", "C", "C", "C", "C", "C", "C", "H", "H", "H", "H", "H", "F", "C", "C", "C", "C", "C", "C", "H", "H", "H", "H", "H"],
  "coordinates": [[0.939, -1.380, 5.933], [-0.488, -1.091, 6.398], [-1.547, -0.956, 5.338], [-1.608, -2.066, 4.424], [-2.422, -3.297, 4.886], [-1.527, 0.328, 4.713], [-2.104, 1.393, 5.638], [1.006, -2.468, 5.722], [1.750, -1.225, 6.730], [1.116, -0.776, 5.024], [-0.826, -1.907, 7.098], [-0.505, -0.171, 6.946], [-2.020, -1.716, 3.493], [-0.605, -2.531, 4.168], [-2.054, -3.741, 5.818], [-3.390, -2.846, 5.136], [-2.505, -4.070, 4.118], [-2.160, 0.244, 3.860], [-0.540, 0.608, 4.414], [-1.338, 1.569, 6.462], [-3.096, 1.162, 6.043], [-2.075, 2.303, 5.003], [4.697, -6.909, -0.170], [4.989, -5.722, 0.810], [5.729, -4.531, 0.426], [5.182, -3.873, -0.718], [3.792, -3.194, -0.544], [7.250, -4.561, 0.360], [7.982, -4.910, 1.599], [3.842, -7.398, 0.320], [5.516, -7.679, -0.228], [4.362, -6.500, -1.168], [4.074, -5.277, 1.169], [5.394, -5.989, 1.879], [5.873, -3.062, -1.011], [5.120, -4.583, -1.598], [2.997, -3.875, -0.395], [3.829, -2.615, 0.412], [3.547, -2.508, -1.348], [7.489, -3.544, 0.054], [7.495, -5.298, -0.392], [7.470, -4.331, 2.397], [9.025, -4.645, 1.536], [7.784, -5.924, 1.874], [-2.146, 4.496, -1.750], [-3.586, 4.438, -1.247], [-3.941, 5.350, -0.180], [-5.206, 4.850, 0.456], [-5.045, 3.564, 1.259], [-4.197, 6.670, -0.711], [-4.126, 7.808, 0.280], [-1.859, 5.476, -2.153], [-2.109, 3.868, -2.608], [-1.423, 4.099, -1.014], [-4.250, 4.618, -2.154], [-3.848, 3.430, -0.966], [-5.641, 5.554, 1.141], [-5.988, 4.567, -0.369], [-6.059, 3.480, 1.751], [-4.692, 2.594, 0.801], [-4.455, 3.871, 2.122], [-5.087, 6.770, -1.374], [-3.458, 6.974, -1.432], [-4.924, 7.788, 1.108], [-4.184, 8.834, -0.189], [-3.155, 7.787, 0.730], [4.632, -1.925, 3.447], [5.194, -0.671, 2.851], [4.237, 0.272, 2.390], [3.548, 0.962, 3.523], [4.444, 2.068, 4.219], [4.884, 1.246, 1.469], [5.322, 0.625, 0.203], [3.753, -1.713, 4.047], [5.347, -2.537, 4.018], [4.329, -2.631, 2.628], [5.905, -0.284, 3.604], [5.775, -0.934, 1.983], [3.204, 0.259, 4.225], [2.739, 1.521, 3.057], [4.621, 2.960, 3.614], [5.400, 1.611, 4.472], [4.020, 2.223, 5.195], [4.109, 1.996, 1.262], [5.739, 1.770, 1.922], [5.580, 1.463, -0.440], [6.160, 0.015, 0.146], [4.534, 0.147, -0.337], [-6.153, 2.692, -4.931], [-4.671, 2.996, -4.633], [-3.677, 1.965, -4.903], [-3.927, 0.628, -4.334], [-2.677, -0.199, -3.925], [-3.281, 1.865, -6.302], [-2.709, 3.177, -6.925], [-6.650, 3.641, -5.165], [-6.632, 2.170, -4.122], [-6.166, 2.062, -5.825], [-4.276, 3.878, -5.164], [-4.518, 3.373, -3.578], [-4.541, 0.803, -3.488], [-4.578, 0.104, -5.001], [-2.996, -1.163, -3.430], [-2.067, -0.487, -4.798], [-2.069, 0.377, -3.239], [-4.191, 1.506, -6.868], [-2.483, 1.114, -6.436], [-1.881, 3.544, -6.237], [-3.464, 3.931, -7.237], [-2.081, 2.863, -7.778], [1.348, -3.921, 2.132], [0.596, -4.982, 1.378], [0.022, -4.354, 0.165], [-1.187, -3.544, 0.561], [-2.380, -4.317, 1.020], [-0.340, -5.382, -0.878], [0.940, -5.637, -1.772], [1.925, -4.356, 2.972], [0.684, -3.218, 2.584], [2.135, -3.373, 1.534], [1.285, -5.806, 1.110], [-0.211, -5.443, 1.968], [-0.845, -2.889, 1.354], [-1.414, -2.919, -0.342], [-2.035, -5.243, 1.542], [-3.108, -3.794, 1.608], [-2.898, -4.806, 0.242], [-1.184, -5.128, -1.538], [-0.597, -6.306, -0.428], [0.774, -6.469, -2.475], [1.748, -6.003, -1.175], [1.192, -4.757, -2.276], [-7.833, -0.016, -1.548], [-7.373, -1.116, -0.587], [-5.937, -1.399, -0.631], [-5.423, -1.974, -1.895], [-5.795, -3.474, -2.247], [-5.620, -2.214, 0.529], [-5.530, -1.539, 1.873], [-8.798, 0.225, -1.213], [-7.862, -0.336, -2.547], [-7.162, 0.834, -1.460], [-7.539, -0.672, 0.393], [-7.964, -1.994, -0.689], [-5.631, -1.281, -2.711], [-4.327, -1.910, -1.849], [-6.752, -3.685, -2.642], [-4.963, -3.808, -2.871], [-5.785, -4.095, -1.356], [-4.551, -2.650, 0.386], [-6.315, -3.082, 0.642], [-4.535, -1.262, 2.036], [-5.717, -2.184, 2.696], [-6.215, -0.724, 1.986], [5.819, 3.225, -3.616], [5.785, 1.963, -3.992], [4.959, 1.109, -3.302], [5.094, -0.237, -3.559], [5.972, -0.764, -4.564], [6.659, 0.133, -5.346], [6.621, 1.490, -5.020], [4.292, 1.523, -2.487], [4.560, -0.917, -2.904], [6.199, -1.827, -4.584], [7.337, -0.288, -6.096], [7.220, 2.235, -5.510], [-1.313, 6.113, 5.727], [-0.979, 5.239, 4.692], [-1.738, 5.212, 3.498], [-1.372, 4.275, 2.592], [-0.374, 3.258, 2.887], [0.408, 3.401, 4.017], [0.067, 4.376, 4.985], [-2.468, 5.888, 3.247], [-1.820, 4.242, 1.574], [-0.215, 2.579, 2.013], [1.259, 2.703, 4.267], [0.558, 4.471, 5.936], [-1.294, -3.431, -3.622], [-0.351, -2.509, -3.885], [-0.125, -2.206, -5.228], [0.930, -1.351, -5.563], [1.730, -0.842, -4.572], [1.458, -1.136, -3.236], [0.381, -1.942, -2.848], [-0.679, -2.651, -6.027], [1.066, -1.084, -6.604], [2.593, -0.206, -4.860], [2.144, -0.762, -2.499], [0.174, -2.102, -1.756], [3.569, 5.319, 2.935], [3.451, 5.143, 1.602], [2.295, 5.075, 0.932], [2.373, 4.854, -0.407], [3.572, 4.847, -1.167], [4.758, 4.982, -0.448], [4.650, 5.105, 0.911], [1.400, 4.953, 1.557], [1.447, 4.792, -1.017], [3.484, 4.604, -2.206], [5.722, 4.967, -0.878], [5.479, 5.021, 1.615], [2.187, 1.679, -1.425], [1.164, 1.045, -0.843], [-0.131, 1.243, -1.266], [-1.138, 0.637, -0.534], [-0.822, -0.273, 0.549], [0.495, -0.322, 0.937], [1.528, 0.340, 0.286], [-0.343, 1.915, -2.081], [-2.090, 0.814, -0.926], [-1.609, -0.855, 0.945], [0.813, -1.016, 1.741], [2.523, 0.345, 0.541]],
  "forces_ev_per_a": [[0.543, -0.692, 0.324], [-1.140, -1.135, 0.301], [1.022, -1.446, 1.283], [1.517, -2.032, -0.217], [-0.590, 1.394, 0.702], [-1.046, 0.027, 1.114], [1.785, 0.945, -0.046], [0.173, 0.668, -0.379], [-1.322, 0.244, -1.079], [0.439, -0.408, 0.371], [0.333, 0.827, -0.562], [-0.089, 0.422, 0.442], [-0.261, 0.121, -0.448], [-0.485, 0.948, 0.050], [0.201, 0.059, -0.235], [-0.250, -0.663, -0.098], [0.010, 0.194, 0.025], [-0.347, 0.175, -0.929], [0.882, 0.465, -0.541], [-1.271, -0.020, -0.717], [0.330, 0.040, -0.209], [-0.481, -0.121, 0.721], [0.237, 0.507, 0.572], [0.983, 0.143, 2.354], [1.485, 0.215, 0.658], [-0.547, 0.459, -1.733], [1.553, 0.506, 1.546], [-2.118, -0.175, -1.110], [-1.652, 0.943, 1.501], [0.114, -0.135, -0.454], [-0.694, 1.002, -0.274], [0.522, -0.734, 0.990], [-1.022, -0.211, -0.360], [-0.287, -0.357, -2.132], [-0.192, -0.398, 0.028], [0.118, 0.689, 0.439], [-0.918, -0.898, -0.213], [0.055, -0.084, -0.708], [0.064, -0.063, -0.244], [0.304, -0.165, -0.248], [0.520, 0.030, -0.823], [0.688, -0.031, -0.059], [0.288, -0.185, 0.060], [0.455, -0.873, 0.094], [-0.075, 0.244, 0.644], [-0.374, 0.391, -1.524], [-1.497, -0.178, 0.680], [-0.085, -1.848, -2.442], [-0.882, 0.276, 1.406], [-0.212, 1.397, -0.979], [-1.571, 1.133, 1.141], [0.010, -0.036, 0.577], [0.136, -0.858, -0.811], [-0.236, 0.478, -0.239], [0.424, 0.097, 0.854], [0.216, -0.352, 0.296], [-0.021, 0.686, -0.017], [1.072, 1.031, 0.999], [0.830, -0.701, -0.719], [-0.482, 1.317, 0.361], [0.653, -0.616, 0.030], [-0.275, -0.576, 0.665], [0.954, -0.504, -0.361], [1.145, -0.070, -1.160], [-0.216, -1.217, 0.156], [0.580, -0.107, 0.620], [-0.711, -1.790, -0.979], [1.347, -0.598, 0.586], [-0.501, 1.113, 0.462], [1.859, 2.395, -1.965], [-0.112, -1.936, -0.157], [-0.953, -0.357, 1.447], [-0.825, 1.734, -1.658], [-0.079, -0.163, 0.267], [-0.052, 0.602, 0.074], [-0.086, 0.638, 0.602], [0.007, 0.469, -0.230], [0.499, -0.289, -0.157], [-0.520, -0.847, 0.804], [-0.538, -0.270, 0.130], [-0.354, -0.078, 0.308], [0.314, 0.086, -0.216], [-0.419, 0.850, 0.315], [0.203, 0.068, -0.103], [-0.097, -0.031, 0.209], [0.175, 0.230, -0.269], [1.575, -1.289, 0.597], [-0.754, -0.588, -0.144], [1.198, 0.416, -0.815], [0.917, 0.909, 1.147], [1.142, -0.565, 0.240], [0.743, 0.840, -0.066], [-1.003, -0.476, -0.534], [-0.663, 0.452, -0.665], [1.199, -0.784, 0.524], [-0.203, -0.321, 0.181], [-0.281, -0.125, 0.315], [-0.346, 0.063, 0.026], [-0.642, -0.292, -0.235], [-0.467, -0.883, -0.809], [-0.478, 0.088, 1.268], [-0.360, -0.952, -0.751], [0.306, 1.042, -0.467], [-0.222, 0.254, 0.360], [0.187, 0.025, 0.105], [0.835, 0.216, -0.120], [-0.498, 0.113, 0.385], [-1.438, 0.138, -0.446], [0.728, -0.408, 0.394], [-0.729, 0.245, -0.138], [1.961, -0.090, 0.624], [0.186, -0.056, -1.054], [-1.600, -0.653, -0.424], [1.159, 0.427, -1.384], [0.633, -1.981, 0.704], [2.046, 0.873, -0.764], [-2.074, -1.590, 0.898], [-0.333, -0.002, -0.223], [-0.356, 0.638, 0.222], [-1.196, -0.634, 0.343], [-0.330, 0.417, -0.180], [0.338, 0.058, 0.245], [-0.060, 0.243, -0.003], [0.004, -0.351, 0.827], [-0.278, 0.913, 0.405], [-0.111, 0.395, 0.470], [-0.817, -0.075, -1.472], [0.309, 0.546, 0.438], [-0.440, -1.148, 0.724], [-0.250, 0.435, -0.053], [0.665, 0.148, 0.625], [0.550, 1.309, -0.831], [1.421, -0.669, 1.130], [1.185, 1.764, -0.244], [-0.103, -0.162, -0.100], [-0.210, -0.479, 0.440], [1.590, 1.161, 1.027], [1.890, -2.039, -0.242], [-0.714, 0.180, -0.401], [-1.457, 0.724, 0.104], [-0.093, -0.413, -1.485], [-0.028, 0.193, 0.023], [-0.190, -0.381, 0.244], [-0.710, -1.055, -0.095], [-0.508, -0.141, -0.040], [-0.160, -0.269, 0.338], [-0.986, 0.281, -0.997], [-0.479, -0.283, -0.269], [0.393, 0.036, 0.342], [-1.886, 0.406, -0.185], [0.306, 0.286, -0.359], [1.502, 1.213, 0.198], [-0.495, -1.026, 0.535], [-0.201, 0.742, 0.034], [0.124, 1.372, -0.029], [0.666, -1.786, -1.146], [-0.703, 0.427, 1.068], [0.633, -1.295, -0.508], [-1.201, 0.644, 1.775], [0.724, -0.018, 0.174], [-0.705, 0.729, 0.440], [0.852, -0.687, -1.113], [-0.025, -0.150, -0.176], [-0.426, 0.149, -0.299], [-0.194, 0.595, 0.146], [0.254, 0.024, -0.326], [0.104, -0.621, -1.390], [-0.405, 0.170, 1.148], [2.272, -0.665, 1.689], [1.088, -2.551, -1.096], [-0.699, 1.688, -1.846], [0.455, -0.915, 0.959], [-0.694, 0.126, -1.314], [-1.599, 1.680, -0.140], [0.066, 0.088, 0.995], [0.308, 0.196, 1.272], [-1.081, 0.790, -0.488], [0.211, -0.021, 0.080], [-0.412, -0.022, 0.315], [0.363, 0.145, -0.507], [0.926, 0.275, 0.497], [-1.011, -0.377, -0.094], [0.892, 0.648, 0.164], [0.001, -0.142, -0.314], [0.252, 0.116, 0.429], [-0.534, -0.314, -0.044], [0.179, -0.086, 0.048], [-0.655, -0.469, 0.457], [-0.025, 0.185, 0.353], [0.169, -0.136, -1.308], [-0.646, -0.247, 0.031], [2.549, 0.642, -0.196], [-2.068, -0.865, 1.674], [-0.466, 0.317, -3.367], [-1.067, -0.214, 1.759], [-1.067, -0.172, -0.204], [0.757, -0.340, 2.006], [-0.035, 0.446, -0.732], [0.525, -0.208, 0.705], [0.325, 0.220, -0.420], [0.792, -0.143, -0.614], [0.384, 0.434, -0.617], [0.397, 0.534, -1.059], [0.408, 0.302, 1.200], [0.125, 0.091, 0.585], [1.767, -1.446, 0.895], [-0.082, 2.638, -2.486], [0.926, -1.718, 1.324], [-3.065, 0.288, -1.427], [-0.034, -0.016, -0.224], [-1.697, -0.114, 0.004], [-0.506, -0.402, 0.739], [-0.418, 0.547, -0.316], [2.044, -0.382, 0.978]],
  "homo_lumo_gap_ev": 8.8,
  "charge": 0,
  "energy_ha": -3703.74775,
  "smiles": "CCN(CC)CC.CCN(CC)CC.CCN(CC)CC.CCN(CC)CC.CCN(CC)CC.CCN(CC)CC.CCN(CC)CC.Fc1ccccc1.Fc1ccccc1.Fc1ccccc1.Fc1ccccc1.Fc1ccccc1"
}